62
Properties=species:S:1:pos:R:3:forces:R:3:lowdin_charge:R:1 method="wB97M-V/def2-TZVPD" total_charge=+1 homo_lumo_gap_ev="5.52 / 4.74" spin_multiplicity=1 de_lowest_kj_mol=148.1
Pt -0.75305 0.03507 0.36525 0.903 -0.475 0.488 0.789
C -3.01388 2.86339 -2.51552 0.210 0.057 0.027 0.029
C -2.28888 1.58916 -2.19033 -0.594 0.082 -0.405 -0.509
O -1.22141 1.56863 -1.59992 0.507 -0.176 0.674 -0.011
N -2.90514 0.45628 -2.59397 -0.059 -0.277 -0.047 0.088
C -2.38293 -0.85591 -2.27092 0.187 0.000 0.091 -0.113
C -3.07161 -1.39575 -1.04323 0.080 -0.032 -0.267 -0.249
C -4.14689 -2.26255 -1.15567 -0.079 0.034 0.251 0.003
C -4.78087 -2.71852 -0.01052 0.278 0.173 -0.036 -0.022
C -4.32719 -2.26000 1.21710 -0.135 0.106 -0.161 -0.037
C -3.27106 -1.36850 1.24776 -0.108 -0.075 0.285 -0.134
N -2.63141 -0.95774 0.14663 0.438 -0.279 0.036 -0.069
H -2.30851 3.68824 -2.49901 0.004 0.024 -0.001 0.095
H -3.77235 3.03834 -1.75367 -0.052 0.029 0.060 0.098
H -3.49819 2.81010 -3.48456 -0.090 0.024 -0.121 0.087
H -3.81946 0.50869 -3.01122 0.020 0.130 -0.046 0.152
H -1.31075 -0.73549 -2.06483 -0.271 -0.129 -0.213 0.098
H -2.52153 -1.53212 -3.11717 0.023 0.086 0.076 0.136
H -4.48784 -2.56761 -2.13218 0.044 -0.075 -0.121 0.123
H -5.60289 -3.41134 -0.07890 -0.129 -0.087 0.021 0.120
H -4.79936 -2.57803 2.13249 0.016 0.030 0.126 0.118
H -2.90910 -0.97772 2.19167 0.076 -0.013 -0.080 0.116
C 0.70892 -2.25848 3.42056 -0.064 0.056 -0.254 -0.379
Te 0.67716 -2.26360 1.26735 -1.171 0.986 0.212 1.439
C -0.76792 -3.85224 1.08474 0.161 0.321 0.098 -0.380
H -0.24744 -1.97583 3.84746 -0.096 0.061 -0.135 0.011
H 1.47129 -1.54643 3.71829 0.047 0.088 -0.018 0.002
H 0.98800 -3.24535 3.76923 0.068 -0.179 -0.061 0.009
H -0.31747 -4.77796 1.41792 0.168 -0.106 0.071 0.010
H -1.03941 -3.94355 0.04060 0.012 0.046 -0.204 0.003
H -1.65380 -3.64334 1.67137 -0.058 0.115 0.109 -0.005
C 2.61503 -2.20814 -2.38415 -0.009 0.072 0.019 -0.044
C 2.88404 -0.95865 -1.60087 0.325 0.153 0.060 -0.302
C 4.16911 -0.43862 -1.47127 -0.087 -0.024 0.014 -0.018
C 4.39001 0.71721 -0.72874 -0.154 -0.407 -0.272 -0.274
C 5.76103 1.31336 -0.66235 0.011 0.049 0.040 -0.044
C 3.34830 1.31479 -0.04310 -0.529 0.008 0.186 0.014
C 2.02527 0.80798 -0.11020 1.337 -1.009 -0.955 -0.298
C 1.84360 -0.31078 -0.97718 0.138 0.599 -0.099 -0.157
N 0.93212 1.18735 0.56538 -1.579 -0.517 -0.047 -0.112
C 0.69812 2.30998 1.45184 -0.671 0.277 0.607 -0.622
C 1.85914 3.25083 1.76825 -0.082 -0.289 -0.122 -0.043
C -0.43099 3.14144 0.81211 0.267 0.032 0.246 -0.056
C 0.17277 1.72880 2.77964 0.066 0.183 -0.199 -0.054
H 3.52999 -2.60023 -2.81865 0.017 -0.086 -0.069 0.079
H 1.90240 -2.01134 -3.18354 -0.051 -0.067 -0.109 0.083
H 2.18726 -2.97259 -1.72911 0.022 -0.075 -0.073 0.061
H 4.99587 -0.91989 -1.96974 0.132 -0.083 -0.085 0.111
H 6.47472 0.70388 -1.20717 0.116 -0.023 -0.031 0.075
H 6.09611 1.40572 0.36717 0.094 0.012 0.130 0.083
H 5.75793 2.31109 -1.09486 0.058 0.117 -0.064 0.086
H 3.59405 2.17673 0.54506 -0.043 0.122 0.108 0.082
H 0.82216 -0.63301 -1.17365 0.274 -0.051 -0.140 0.027
H 2.23152 3.72688 0.86563 0.120 0.067 -0.021 0.090
H 2.66025 2.73063 2.28652 0.131 0.029 -0.009 0.085
H 1.48803 4.02876 2.43214 -0.059 0.050 0.033 0.091
H -0.13355 3.46007 -0.18321 -0.054 0.019 -0.071 0.086
H -0.64895 4.01284 1.42274 -0.113 0.160 0.092 0.087
H -1.33732 2.53350 0.72869 -0.047 0.094 -0.024 0.056
H 0.96647 1.20159 3.30495 0.063 -0.106 0.053 0.082
H -0.65131 1.03080 2.57778 0.048 0.080 0.190 0.036
H -0.19819 2.52914 3.41312 -0.080 0.073 0.157 0.089